The following is a DFT calculation (the ωB97M-V functional and the def2-TZVPD basis) of 2 unconnected molecules or ions with the total composition C2H5O.

## Properties
Strongest force on any atom: 5.0 eV Å⁻¹
HOMO (spin up / spin down): -10.17 / -9.89 eV
Multiplicity: 2
Charge: 0
LUMO energy (spin up / spin down): 0.99 / -2.02 eV
Relative energy (zero: lowest compared OMol25 entry of this formula, charge and spin): 29.0 kcal/mol

Bonds (Å) are listed after each position.
CARTESIAN COORDINATES (ANGSTROEM)
1 C 1.71235 0.41461 0.42629  O2 1.288, C3 1.400, H7 1.111
2 O 0.67689 0.64780 -0.30357  C1 1.288
3 C 3.10659 0.51996 0.36227  C1 1.400, H5 1.049, H8 1.093
4 H -7.05972 -1.51795 -1.73775  H6 0.766
5 H 3.61899 0.28624 -0.52309  C3 1.049
6 H -7.02922 -1.20545 -1.03905  H4 0.766
7 H 1.36757 0.37453 1.48167  C1 1.111
8 H 3.60655 0.48027 1.33323  C3 1.093